DFT (the ωB97M-V functional and the def2-TZVPD basis) results for C26H36N5O2SbV as an isolated structure.

Calculated values
- frontier orbital gap (spin up / spin down) (eV) = 5.728 / 5.725
- charge = +1
- lowest unoccupied orbital energy (spin up / spin down) (eV) = -4.37 / -4.38
- HOMO (spin up / spin down) (eV) = -10.102 / -10.102

Cartesian coordinates (Å):
V1 0.039 -0.393 0.454
C1 1.099 -1.794 -3.259
C2 -0.353 -1.869 -2.777
C3 -0.554 -2.590 -1.459
N1 0.283 -2.096 -0.353
C4 1.115 -2.945 0.311
C5 1.732 -4.026 -0.295
C6 2.613 -4.986 0.203
C7 3.093 -5.162 1.478
C8 2.756 -4.402 2.599
C9 1.910 -3.325 2.709
C10 1.176 -2.617 1.734
N2 0.408 -1.569 2.040
C11 -0.319 -1.509 3.322
C12 -0.385 -0.160 4.013
C13 -0.966 0.916 3.118
N3 0.009 1.124 2.049
C14 0.800 2.773 0.279
C15 1.913 3.639 0.699
C16 2.296 4.683 -0.057
C17 1.794 4.984 -1.366
C18 1.322 4.085 -2.259
C19 1.224 2.657 -2.113
C20 1.020 2.000 -0.958
N4 1.106 0.591 -0.743
C21 2.146 -0.068 -1.580
C22 1.757 -0.438 -3.022
H1 1.127 -1.984 -4.333
H2 1.712 -2.584 -2.812
H3 -0.981 -2.378 -3.511
H4 -0.763 -0.857 -2.700
H5 -0.387 -3.661 -1.575
H6 -1.593 -2.472 -1.141
H7 1.517 -4.137 -1.349
H8 2.968 -5.693 -0.539
H9 3.791 -5.974 1.634
H10 3.230 -4.701 3.526
H11 1.840 -2.918 3.708
H12 0.071 -2.253 4.014
H13 -1.343 -1.824 3.092
H14 0.605 0.158 4.348
H15 -1.008 -0.282 4.901
H16 -1.102 1.845 3.675
H17 -1.940 0.629 2.710
H18 2.376 3.451 1.661
H19 3.042 5.361 0.345
H20 1.917 6.007 -1.704
H21 1.098 4.454 -3.254
H22 1.314 2.112 -3.041
H23 2.497 -0.966 -1.071
H24 2.992 0.622 -1.603
H25 2.691 -0.397 -3.590
H26 1.099 0.315 -3.452
N5 -0.630 3.153 0.713
C23 -0.005 2.147 1.292
H27 -1.012 4.033 1.035
O1 -1.553 -0.065 0.235
O2 -2.695 0.503 0.107
C24 -2.552 2.870 -4.762
Sb1 -2.366 1.830 -2.893
C25 -2.925 3.519 -1.698
C26 -4.324 0.972 -2.911
H28 -3.492 3.421 -4.809
H29 -2.523 2.166 -5.595
H30 -1.730 3.575 -4.897
H31 -3.797 4.008 -2.133
H32 -2.106 4.238 -1.649
H33 -3.166 3.187 -0.689
H34 -4.622 0.732 -1.891
H35 -4.338 0.054 -3.499
H36 -5.041 1.675 -3.336

Atoms 1-6, force components in eV/Å:
-0.47 -0.08 0.33
0.05 -0.04 0.04
-0.06 0.10 -0.06
-0.02 0.03 0.08
-0.02 -0.09 -0.11
0.04 -0.11 0.20

Atom charges from the Mulliken analysis, given in e for atoms 1 to 6: number 1, V, carries -0.409; number 2, C, carries -1.157; number 3, C, carries 0.494; number 4, C, carries -1.609; number 5, N, carries 0.563; number 6, C, carries 0.837

DFT (the ωB97M-V functional and the def2-TZVPD basis) results for C26H36N8O3PtS2Se as an isolated structure.

Calculated values
- frontier orbital gap (eV) = 7.215
- charge = +2
- lowest unoccupied orbital energy (eV) = -6.43
- HOMO (eV) = -13.648

Cartesian coordinates (Å):
Pt1 0.819 1.521 1.882
N1 3.904 1.608 4.828
C1 2.951 1.832 3.926
S1 2.868 0.688 2.562
N2 2.178 2.883 4.110
N3 1.233 3.028 3.158
C2 0.473 4.055 3.075
C3 -0.563 4.033 2.037
C4 -1.303 5.150 1.713
C5 -2.170 5.092 0.626
C6 -2.244 3.930 -0.116
C7 -1.489 2.834 0.272
N4 -0.716 2.862 1.352
H1 4.579 0.874 4.694
H2 4.100 2.316 5.519
H3 0.612 4.883 3.760
H4 -1.176 6.060 2.283
H5 -2.752 5.961 0.348
H6 -2.867 3.857 -0.996
H7 -1.474 1.917 -0.296
N5 -0.662 -0.673 5.093
C8 -1.681 0.245 4.999
C9 -1.348 1.067 3.975
N6 -0.136 0.647 3.463
C10 0.253 -0.411 4.156
H8 -0.606 -1.435 5.752
H9 -2.534 0.235 5.655
H10 -1.882 1.907 3.569
H11 1.155 -0.975 3.991
C11 3.455 2.873 -1.450
S2 2.059 1.946 -0.905
O1 2.513 0.596 -0.675
O2 1.758 2.599 0.482
O3 0.940 2.138 -1.783
H12 4.199 2.859 -0.658
H13 3.183 3.887 -1.728
H14 3.803 2.319 -2.321
C12 -4.298 -2.337 -3.124
C13 -3.303 -2.681 -2.021
C14 -3.150 -1.580 -0.976
C15 -2.447 -0.316 -1.466
N7 -1.047 -0.586 -1.823
C16 -0.050 -0.860 -0.963
Se1 -0.130 -0.596 0.913
N8 0.978 -1.393 -1.629
C17 2.172 -2.048 -1.075
C18 2.005 -3.564 -1.099
C19 1.007 -4.090 -0.070
C20 1.524 -4.015 1.363
C21 0.676 -1.393 -2.982
C22 1.416 -1.813 -4.085
C23 0.815 -1.679 -5.316
C24 -0.482 -1.151 -5.449
C25 -1.217 -0.747 -4.356
C26 -0.608 -0.877 -3.110
H15 -4.539 -3.214 -3.722
H16 -3.915 -1.580 -3.812
H17 -5.232 -1.960 -2.703
H18 -2.325 -2.924 -2.451
H19 -3.630 -3.588 -1.511
H20 -2.600 -1.952 -0.106
H21 -4.137 -1.282 -0.611
H22 -2.475 0.435 -0.680
H23 -2.923 0.098 -2.353
H24 2.321 -1.662 -0.073
H25 3.020 -1.719 -1.671
H26 2.990 -4.002 -0.915
H27 1.714 -3.879 -2.104
H28 0.759 -5.124 -0.314
H29 0.063 -3.538 -0.157
H30 2.469 -4.551 1.463
H31 0.815 -4.463 2.060
H32 1.693 -2.981 1.677
H33 2.412 -2.220 -3.983
H34 1.349 -1.983 -6.206
H35 -0.910 -1.058 -6.437
H36 -2.209 -0.336 -4.475

Atoms 1-6, force components in eV/Å:
-0.21 -0.34 0.11
0.12 -0.02 -0.09
-0.02 0.08 -0.08
-0.40 0.12 0.27
0.08 -0.01 -0.16
0.33 0.08 -0.03

Atom charges from the Mulliken analysis, given in e for atoms 1 to 6: number 1, Pt, carries 2.959; number 2, N, carries -0.359; number 3, C, carries 0.733; number 4, S, carries -0.430; number 5, N, carries -1.589; number 6, N, carries 0.621

DFT (the ωB97M-V functional and the def2-TZVPD basis) results for one molecule with the formula C26H36O3.

Calculated values
- frontier orbital gap (eV) = 9.069
- lowest unoccupied orbital energy (eV) = 0.79
- SMILES = C[C@]12CC[C@@H]3c4ccc(O)cc4CC[C@H]3[C@H]1CC[C@H]2OC(=O)CCC1CCCC1
- HOMO (eV) = -8.280

Cartesian coordinates (Å):
C1 2.314 1.930 0.766
C2 1.534 0.746 0.198
C3 0.313 0.437 1.077
C4 0.657 -0.279 2.380
C5 1.390 -1.591 2.088
C6 1.671 -2.415 3.327
C7 0.681 -2.589 4.291
C8 0.889 -3.340 5.428
C9 2.118 -3.957 5.627
O1 2.308 -4.689 6.760
C10 3.101 -3.820 4.661
C11 2.890 -3.066 3.513
C12 4.005 -2.985 2.506
C13 3.507 -2.516 1.145
C14 2.681 -1.249 1.344
C15 2.423 -0.506 0.033
C16 1.741 -1.302 -1.080
C17 1.352 -0.221 -2.088
C18 1.078 1.046 -1.262
O2 -0.315 1.354 -1.367
C19 -0.697 2.622 -1.215
O3 0.050 3.535 -0.975
C20 -2.186 2.756 -1.434
C21 -2.467 2.824 -2.940
C22 -3.960 2.961 -3.244
C23 -4.226 3.102 -4.760
C24 -4.992 1.842 -5.169
C25 -5.785 1.495 -3.914
C26 -4.767 1.727 -2.800
H1 2.604 1.745 1.797
H2 1.706 2.831 0.733
H3 3.216 2.107 0.184
H4 -0.383 -0.187 0.513
H5 -0.201 1.374 1.306
H6 -0.274 -0.462 2.917
H7 1.283 0.351 3.014
H8 0.750 -2.199 1.435
H9 -0.287 -2.134 4.151
H10 0.114 -3.463 6.168
H11 3.198 -5.060 6.760
H12 4.055 -4.316 4.797
H13 4.487 -3.962 2.419
H14 4.761 -2.284 2.875
H15 2.890 -3.293 0.690
H16 4.355 -2.322 0.484
H17 3.262 -0.575 1.986
H18 3.395 -0.175 -0.354
H19 0.852 -1.808 -0.706
H20 2.401 -2.047 -1.520
H21 2.172 -0.038 -2.782
H22 0.468 -0.488 -2.665
H23 1.631 1.908 -1.650
H24 -2.531 3.671 -0.951
H25 -2.689 1.894 -0.999
H26 -1.934 3.683 -3.355
H27 -2.080 1.922 -3.418
H28 -4.331 3.849 -2.725
H29 -4.840 3.983 -4.951
H30 -3.300 3.213 -5.322
H31 -4.294 1.035 -5.397
H32 -5.625 2.005 -6.040
H33 -6.169 0.475 -3.924
H34 -6.627 2.180 -3.806
H35 -5.242 1.871 -1.831
H36 -4.107 0.861 -2.732

Atoms 1-6, force components in eV/Å:
-0.17 -0.14 0.02
-0.02 0.25 -0.15
0.11 -0.07 0.06
-0.12 -0.13 -0.23
0.11 0.30 0.09
0.02 -0.05 -0.08

Atom charges from the natural (NBO) analysis, given in e for atoms 1 to 6: number 1, C, carries -0.621; number 2, C, carries -0.027; number 3, C, carries -0.413; number 4, C, carries -0.381; number 5, C, carries -0.251; number 6, C, carries 0.018

Computed E, in the same sequence as the records: -71303.76686, -135861.93704, -33690.84847 eV.
Computed relative energy (zero: lowest compared OMol25 entry of this formula, charge and spin), in the same sequence as the records: 61.81, 0.00, 2.07 kcal per mole.